# 1
The ion C5H8NO3S with charge -1. Source: OMol25; level of theory: ωB97M-V/def2-TZVPD.

Values from the calculation:
relative energy (zero: lowest compared OMol25 entry of this formula, charge and spin)	20.2	kcal per mole
maximum force	0.0869	Eh/bohr
E_HOMO	-4.61	eV
orbital gap	8.2273	eV
charge	-1

XYZ file:
```
18
Properties=species:S:1:pos:R:3:forces:R:3:nbo_charge:R:1
C -1.37073 0.73630 1.16191 1.216 -2.901 0.072 0.7736
C -0.70676 -0.96283 -1.67591 -3.100 2.938 -1.313 -0.6213
C 1.55750 -0.11301 -1.26199 -0.542 0.105 4.025 -0.6614
C -0.17009 -0.17342 0.64953 1.787 3.402 1.756 -0.1658
C 0.10616 -0.02462 -0.84431 -0.518 1.611 -0.257 -0.2317
N 1.01301 0.55733 1.60601 -1.612 -2.085 -1.713 -0.9209
O -2.24765 0.98775 0.39512 -2.132 1.269 -2.298 -0.6895
O -1.40473 0.89336 2.40671 0.155 0.656 1.741 -0.7175
O 1.02681 1.35904 3.96579 -0.714 -1.381 -1.029 -0.9469
S 0.49006 0.31728 3.03739 0.970 1.512 0.548 1.4920
H -1.75125 -0.53127 -1.54972 0.713 -0.976 -0.154 0.2353
H -0.74122 -1.94010 -1.32049 0.306 -1.956 0.276 0.1918
H -0.54918 -0.83489 -2.78568 0.378 -0.527 1.127 0.1962
H 1.93571 0.50162 -0.43355 1.122 -0.458 -0.150 0.2516
H 1.60966 0.56933 -2.05290 0.922 -0.284 -2.258 0.2158
H 1.89219 -1.18032 -1.10882 0.209 1.304 -1.174 0.2053
H -0.39365 -1.18753 0.89066 0.050 -0.935 0.627 0.1850
H -0.29584 1.02598 -1.07977 0.788 -1.292 0.176 0.2085
```
Positions in Å, forces in eV/Å.



# 2
A cluster of 21 separate species, C43H53Cl60F9O5S in total. Source: OMol25; level of theory: ωB97M-V/def2-TZVPD.

Values from the calculation:
maximum force	0.0999	Eh/bohr
E_HOMO	-8.09	eV
orbital gap	5.9468	eV
charge	0

XYZ file:
```
171
Properties=species:S:1:pos:R:3:forces:R:3:mulliken_charge:R:1
C -4.09940 -8.60541 -2.24774 0.058 1.167 0.578 -0.9773
C -2.89784 -7.64160 -2.79202 -1.539 -0.936 -0.149 1.6312
C -3.67421 -6.47610 -3.63247 1.095 0.468 1.399 -0.6988
C -1.99496 -8.59459 -3.73549 -0.859 0.312 -0.690 -1.3004
C -2.15420 -7.09625 -1.47893 0.609 -0.740 0.016 -0.8225
C -0.70100 -6.45457 -1.71903 0.794 1.245 0.956 3.5117
C -0.49527 -5.70641 -3.11828 0.734 0.277 -0.008 -0.8381
C 0.52871 -7.50961 -1.52620 0.053 0.598 -0.564 -0.3013
C -0.48929 -5.35832 -0.52952 -0.019 1.500 2.185 -0.7547
C -0.60755 -5.90993 0.92224 0.441 3.636 0.298 0.0048
C -0.48033 -5.00852 2.18487 0.167 1.634 -4.122 -1.0605
C -0.23267 -3.47681 1.92540 -0.394 -2.684 -2.169 0.4087
O -0.15719 -2.65854 3.09497 1.034 -0.832 -2.711 -0.4185
C 1.00080 -1.78190 3.07905 0.142 1.203 1.566 0.0132
C 0.42985 -0.26492 3.13683 -0.168 -1.574 -0.179 -0.2253
O 1.40011 0.59248 3.80019 -0.958 0.600 -1.758 -0.2538
C 1.61327 1.80926 3.04521 0.288 1.200 0.327 -0.5253
C 1.74324 3.03121 4.10906 -0.042 -2.483 -0.651 -0.2187
O 2.24577 4.16890 3.34440 -1.355 2.198 1.751 -0.2581
C 1.56777 5.36027 3.68792 -2.946 0.698 0.188 0.5912
O 0.32176 5.51479 3.61163 5.036 -0.910 0.460 -0.5217
O 2.40461 6.44671 4.13357 -0.958 -2.504 -2.586 -0.0779
C 2.97966 6.99476 2.89649 0.731 1.023 -0.617 -0.6807
C 1.92089 8.06515 2.34294 -0.436 0.185 -0.125 -0.6514
C 2.48603 8.98702 1.15338 2.257 -2.072 0.998 0.9589
F 3.82365 9.34932 1.58995 -2.650 -0.156 -1.146 -0.3170
F 2.72389 8.24525 -0.05951 -1.049 2.002 2.487 -0.3091
C 1.72902 10.37011 0.93471 4.125 2.037 0.902 0.5692
F 1.90088 11.13226 2.14300 -0.597 -2.068 -2.721 -0.1970
F 2.47156 11.09759 -0.05498 -2.236 -1.815 2.348 -0.2660
S -0.09086 10.31931 0.57617 -3.475 2.471 -1.949 1.2533
F -0.10297 8.73494 0.08830 0.279 2.454 1.143 -0.2964
F 0.25820 10.82469 -1.00272 -0.930 -1.347 2.512 -0.3319
F -0.16185 11.97754 0.98395 0.008 -2.726 -0.654 -0.3589
F -0.53610 9.97973 2.14188 1.133 -0.051 -2.616 -0.2650
F -1.71755 10.39678 0.18328 2.696 -0.183 0.733 -0.2909
C -0.09109 -2.92189 0.46296 -0.750 -3.058 1.254 -0.6406
C -0.22628 -3.85355 -0.76405 -0.358 -1.450 3.849 -0.4572
H -3.71078 -9.63145 -1.94369 -0.550 1.399 -0.470 0.3142
H -4.96390 -8.68145 -3.00521 1.491 -0.131 0.996 0.3245
H -4.53163 -8.06768 -1.32020 0.543 -1.113 -1.341 0.0386
H -4.68796 -6.82128 -4.02350 1.555 0.396 0.233 0.3398
H -2.98713 -6.02553 -4.42722 -1.247 -0.750 0.899 0.0138
H -3.85394 -5.63452 -2.85690 0.062 -1.192 -1.362 -0.1088
H -2.70738 -9.40993 -4.13662 1.239 1.116 0.606 0.3959
H -1.13414 -9.09788 -3.18361 -1.130 0.754 -0.768 0.0238
H -1.63071 -8.03228 -4.67910 -0.282 -0.904 1.665 0.2409
H -2.78924 -6.35868 -0.86002 0.683 -1.064 -1.289 0.4266
H -2.00058 -8.01349 -0.77715 -0.222 1.696 -1.547 -0.3803
H -0.35880 -6.44438 -3.99411 -0.395 1.116 1.449 0.2631
H 0.50611 -5.12859 -3.03728 -1.540 -0.968 -0.201 0.4596
H -1.29228 -4.92190 -3.36590 1.176 -1.625 0.446 -1.1199
H 1.21510 -7.19714 -0.64933 -1.334 -0.731 -1.314 0.2006
H 0.14203 -8.57756 -1.42494 0.644 1.377 0.035 0.1347
H 1.18204 -7.42791 -2.46437 -1.004 -0.425 1.366 -0.4168
H -0.82034 -7.01369 1.09441 0.507 1.721 -0.391 0.2245
H -0.59918 -5.42363 3.25195 0.262 0.831 -1.972 0.3399
H 1.58005 -1.99016 4.05494 -0.951 0.408 -1.540 -0.2508
H 1.72100 -1.95978 2.21361 -1.214 0.201 0.982 0.3588
H 0.19993 0.02595 2.05546 0.426 0.026 1.499 0.2362
H -0.55399 -0.24846 3.72792 1.441 -0.175 -0.819 0.1661
H 0.74314 2.09916 2.35525 1.145 -0.707 0.973 0.4040
H 2.56219 1.67719 2.41078 -1.257 0.491 0.937 0.1937
H 2.50432 2.70288 4.89963 -1.036 0.850 -0.995 0.1532
H 0.70776 3.19684 4.55950 1.525 0.058 -0.628 0.3335
H 3.16848 6.20245 2.09697 -0.239 0.856 1.225 0.3307
H 3.99346 7.44903 3.19256 -1.760 -0.530 -0.510 0.3488
H 1.63662 8.74768 3.21300 0.499 -0.768 -1.205 0.3300
H 0.94883 7.51777 2.04086 1.656 0.927 0.272 0.3284
H 0.07540 -1.79740 0.35446 -0.250 -1.820 0.005 0.1723
H -0.14400 -3.40968 -1.80537 -0.085 -0.738 1.626 0.5348
C 3.95473 -6.24459 -2.69244 -0.051 -0.029 0.084 -0.1371
Cl 2.92810 -6.39975 -4.12421 0.252 0.048 -0.102 -0.0644
Cl 3.45656 -4.85335 -1.71839 0.021 -0.077 -0.055 -0.0954
Cl 3.90345 -7.72749 -1.72985 -0.104 0.404 -0.046 -0.0623
H 4.98001 -6.08397 -3.02084 -0.208 -0.050 0.067 0.4041
C -5.21405 9.05436 -0.48707 -0.038 0.025 0.015 0.3997
Cl -5.99651 10.45155 -1.23928 0.117 -0.101 0.058 -0.1163
Cl -5.68071 8.92098 1.21434 0.100 0.023 -0.133 -0.1240
Cl -5.61786 7.56961 -1.36092 0.082 0.109 0.057 -0.1287
H -4.13636 9.19814 -0.53612 -0.225 -0.026 0.009 -0.0285
C -6.70425 -5.21134 -1.45747 -0.047 -0.015 0.046 0.1418
Cl -8.39708 -4.77530 -1.18633 0.135 -0.228 -0.095 -0.0892
Cl -5.72221 -3.76152 -1.70555 -0.065 -0.072 -0.010 -0.1186
Cl -6.08239 -6.15599 -0.09730 -0.050 0.093 -0.081 -0.1221
H -6.64733 -5.82278 -2.35643 0.038 0.120 0.178 0.1804
C 2.54286 -10.01701 -6.21684 -0.029 0.023 0.084 -0.1226
Cl 1.93645 -8.76585 -7.31034 0.040 -0.065 0.062 -0.0859
Cl 4.28675 -9.83849 -5.97346 -0.121 -0.048 -0.015 -0.1161
Cl 1.68517 -9.95118 -4.67072 0.061 -0.037 -0.122 -0.0455
H 2.35779 -10.98930 -6.66933 0.044 0.213 0.079 0.3748
C 1.40180 5.59343 7.61548 0.146 0.075 -0.054 0.4102
Cl 2.64825 4.41154 8.03983 -0.131 0.055 -0.098 -0.1373
Cl 0.13474 5.63098 8.85096 0.028 -0.014 -0.108 -0.1477
Cl 2.11205 7.19907 7.40477 -0.172 -0.182 0.056 -0.0507
H 0.95091 5.29193 6.67143 0.040 0.087 0.194 -0.1011
C -3.34415 -10.35189 1.67091 -0.034 -0.040 0.104 -0.0368
Cl -2.53059 -8.81442 1.32855 -0.303 -0.477 0.428 -0.0460
Cl -4.16433 -10.28345 3.23715 0.102 -0.029 -0.109 -0.1310
Cl -4.49254 -10.75615 0.38941 0.101 -0.067 0.246 -0.1076
H -2.59005 -11.13540 1.71370 -0.146 0.179 -0.009 0.3054
C -2.86222 -2.57271 -5.01093 -0.040 -0.114 -0.012 -0.1522
Cl -2.43452 -2.88004 -3.32087 -0.267 0.507 -0.091 0.0336
Cl -2.26493 -3.87836 -6.04201 -0.130 -0.045 0.232 -0.0649
Cl -4.61260 -2.38830 -5.19019 0.168 0.023 0.009 -0.1308
H -2.38645 -1.64406 -5.32099 -0.101 -0.187 0.049 0.3966
C -0.97972 -8.46997 -10.29010 -0.029 -0.056 0.003 -0.0064
Cl -2.03015 -8.60714 -11.70711 0.131 0.041 0.114 -0.1345
Cl -1.44697 -7.08735 -9.29109 0.081 -0.141 -0.040 -0.0446
Cl -1.02411 -9.95867 -9.33599 0.025 0.085 -0.104 -0.1144
H 0.04057 -8.31106 -10.63404 -0.211 -0.041 0.072 0.2904
C -10.45833 -1.18084 -0.34511 0.190 0.069 -0.046 -0.0175
Cl -11.17517 -0.67282 -1.88107 -0.021 -0.028 0.131 -0.1168
Cl -11.26739 -2.63157 0.26904 0.019 0.069 0.007 -0.1338
Cl -8.72443 -1.47036 -0.53416 -0.222 0.214 0.082 -0.0658
H -10.59535 -0.37973 0.37865 -0.005 -0.183 -0.145 0.3334
C 4.05218 -0.74562 5.52210 -0.037 0.037 0.021 0.7601
Cl 3.66170 -2.47158 5.49493 0.139 0.097 0.084 -0.1185
Cl 4.31914 -0.19359 7.18209 -0.051 -0.012 -0.130 -0.1485
Cl 5.47240 -0.41307 4.52002 -0.138 0.004 0.031 -0.1435
H 3.20584 -0.19699 5.10994 0.119 -0.138 0.033 -0.3335
C -2.68064 14.17423 1.52215 -0.022 0.001 0.024 0.6938
Cl -1.83637 15.69733 1.21826 -0.001 -0.115 0.015 -0.1357
Cl -3.49833 14.21829 3.09069 0.091 -0.048 -0.114 -0.1289
Cl -3.83644 13.83534 0.22669 0.107 -0.055 0.080 -0.1179
H -1.94380 13.37422 1.54217 -0.179 0.178 -0.005 -0.3064
C 4.27528 13.17541 3.46504 0.005 0.039 0.013 0.3166
Cl 5.53463 12.00771 3.89156 -0.130 0.031 -0.052 -0.0649
Cl 3.01071 13.20553 4.70236 0.069 -0.044 -0.137 -0.1324
Cl 4.96994 14.78790 3.24608 -0.073 -0.139 -0.025 -0.1368
H 3.82569 12.86537 2.52355 0.093 0.057 0.201 -0.0119
C -14.55272 -2.59953 -1.68915 -0.013 0.001 -0.029 0.6333
Cl -15.45533 -1.08867 -1.87875 0.119 -0.101 0.036 -0.1277
Cl -15.45897 -3.74349 -0.68851 0.118 0.092 -0.042 -0.1304
Cl -14.18834 -3.30882 -3.26913 0.026 0.078 0.159 -0.1210
H -13.61207 -2.37638 -1.18818 -0.204 -0.048 -0.130 -0.2530
C 5.82577 7.80330 -1.99500 -0.086 -0.050 -0.038 0.1870
Cl 7.54084 8.07402 -2.33707 -0.093 0.038 0.046 -0.1222
Cl 4.93587 7.48738 -3.49077 0.065 0.066 0.160 -0.1310
Cl 5.62283 6.46454 -0.85639 0.019 0.115 -0.044 -0.1333
H 5.42081 8.70499 -1.53920 0.092 -0.186 -0.079 0.1749
C -1.05508 9.32830 8.11753 0.014 0.037 0.044 0.2602
Cl 0.23343 10.11812 9.03749 -0.100 -0.107 -0.069 -0.1111
Cl -2.62418 10.05226 8.49754 0.118 -0.101 -0.026 -0.1348
Cl -0.72907 9.42606 6.38101 -0.039 -0.044 0.079 -0.0338
H -1.08436 8.27792 8.40163 0.038 0.207 -0.072 0.0135
C 7.35624 -9.26642 -0.79879 -0.018 0.005 -0.076 -0.0945
Cl 8.22624 -7.76372 -1.14045 -0.042 -0.123 0.026 -0.1314
Cl 6.43619 -9.12366 0.70613 0.063 -0.071 -0.080 -0.0616
Cl 6.28311 -9.68252 -2.14121 0.493 -0.335 0.041 -0.0818
H 8.08551 -10.06552 -0.68137 -0.151 0.182 -0.002 0.3683
C -1.35012 -2.09881 -9.55265 -0.007 -0.069 -0.004 -0.0083
Cl -1.78795 -3.81283 -9.55191 0.030 0.236 -0.121 -0.0680
Cl -1.08367 -1.52783 -7.89874 0.100 0.295 -0.312 -0.1073
Cl 0.09122 -1.82158 -10.54003 -0.163 -0.010 0.071 -0.1258
H -2.17518 -1.53615 -9.98509 0.176 -0.101 0.118 0.3121
C 6.61144 9.62107 7.08709 -0.020 0.007 0.032 -0.0434
Cl 7.35877 9.41749 5.49567 -0.028 0.038 0.098 -0.1274
Cl 4.96545 8.97378 7.08644 0.159 0.082 -0.013 -0.0185
Cl 7.58888 8.83870 8.33689 -0.092 0.108 -0.106 -0.1273
H 6.55996 10.68548 7.30850 0.016 -0.214 -0.069 0.3001
C 10.12210 5.03565 -3.75106 0.002 -0.028 -0.018 0.3116
Cl 11.83737 5.30621 -4.09122 -0.143 0.022 0.045 -0.1228
Cl 9.23338 4.71829 -5.24760 0.045 0.072 0.143 -0.1183
Cl 9.91780 3.69838 -2.61062 -0.008 0.147 -0.062 -0.1210
H 9.71648 5.93779 -3.29695 0.065 -0.196 -0.092 0.0515
C 4.14140 -8.20434 3.70573 -0.073 0.008 -0.017 0.0584
Cl 3.12805 -8.36675 2.26467 0.101 0.043 0.076 -0.0483
Cl 3.63483 -6.80907 4.66847 0.084 -0.092 -0.090 -0.0858
Cl 4.08492 -9.68304 4.67614 0.060 0.107 -0.085 -0.1339
H 5.16928 -8.04411 3.38537 -0.206 -0.016 0.075 0.2057
```
Positions in Å, forces in eV/Å.



# 3
A structure of composition C2H6ClN2P. Source: OMol25; level of theory: ωB97M-V/def2-TZVPD.

Values from the calculation:
relative energy (zero: lowest compared OMol25 entry of this formula, charge and spin)	89.4	kcal per mole
maximum force	0.0950	Eh/bohr
E_HOMO (alpha / beta)	-8.99 / -9.01	eV
orbital gap (alpha / beta)	7.8868 / 7.9185	eV
charge	0

XYZ file:
```
12
Properties=species:S:1:pos:R:3:forces:R:3:nbo_charge:R:1
C -0.22609 -1.23547 -1.49548 0.242 -0.019 3.099 0.0938
C 0.73466 1.75183 0.35880 -3.039 -3.821 -0.214 -0.9182
N -0.22313 -0.86444 0.80213 1.783 0.182 -0.754 -0.7013
N -0.70293 -1.26350 -0.39750 1.212 1.137 -1.396 -0.0540
P 1.22190 0.07826 1.13820 -1.315 1.017 0.459 0.7539
Cl -2.82546 -1.63372 -0.04800 0.140 -0.021 0.209 -0.4459
H -0.51141 -1.41426 -2.45182 -0.867 -0.464 -2.441 0.2170
H 1.03376 2.65255 0.72891 1.193 2.119 1.417 0.2323
H -0.40782 1.66545 0.46974 1.529 0.453 -0.092 0.2417
H 0.90329 1.68785 -0.68181 0.302 0.164 -1.223 0.2240
H -0.87876 -0.95385 1.49412 -1.958 -0.463 1.822 0.4131
H 1.88199 -0.47070 0.08270 0.777 -0.284 -0.886 -0.0562
```
Positions in Å, forces in eV/Å.